1 | Molecular formula: C2H12N4
Method: DFT, the ωB97M-V functional and the def2-TZVPD basis

Summary:
total charge	0
frontier orbital gap (alpha / beta)	9.07 / 6.35	eV
LUMO energy (alpha / beta)	0.86 / 0.42	eV
highest occupied orbital energy (alpha / beta)	-8.2 / -5.9	eV

Element x y z (Å)
C1 -0.2834 -1.2147 -1.1804
N1 -0.6462 -1.7542 0.0379
N2 1.1274 -1.1975 -1.3474
H1 -1.6368 -1.9562 0.0922
H2 1.4435 -0.9471 -2.2721
H3 -0.2825 -1.0379 0.8823
H4 1.5999 -2.0020 -0.9548
H5 -0.8583 -1.5805 -2.0418
H6 -0.5569 0.1383 -1.0405
C2 -0.6755 1.4687 -0.6004
N3 0.5661 0.0801 1.6451
N4 0.2888 1.3106 2.1800
H7 1.2679 0.2134 0.9148
H8 1.0380 1.9923 2.2131
H9 -0.2375 1.2524 3.0405
H10 -1.2594 1.8928 -1.4131
H11 0.3087 1.9073 -0.4945
H12 -1.2038 1.4343 0.3393

=====

2 | Molecular formula: C2H12N4
Method: DFT, the ωB97M-V functional and the def2-TZVPD basis

Summary:
total charge	0
frontier orbital gap	7.80	eV
LUMO energy	0.87	eV
highest occupied orbital energy	-6.9	eV

Element x y z (Å)
C1 -0.1420 0.6333 -2.7135
N1 0.0014 -0.5714 0.4693
N2 -0.9820 0.4947 -1.5117
N3 1.2883 -0.9131 -0.0792
H1 -0.4002 0.5796 -0.4507
H2 -1.8863 0.9502 -1.5937
H3 2.0338 -0.4261 0.4232
H4 1.4606 -1.9082 0.0730
H5 -0.6210 0.1752 -3.5807
H6 0.0494 1.6872 -2.9146
H7 0.7913 0.1149 -2.4987
C2 0.0809 0.2595 2.7315
N4 -0.0612 -0.9023 1.8612
H8 -0.9585 -1.3463 2.0295
H9 -1.0589 -0.5064 -1.1555
H10 1.0921 0.6614 2.6348
H11 -0.6340 1.0661 2.5033
H12 -0.0538 -0.0482 3.7723

=====

Quick one: least stable of them? 1

=====

1 | Molecular formula: C3H4ClF
Method: DFT, the ωB97M-V functional and the def2-TZVPD basis

Summary:
total charge	0
frontier orbital gap	11.21	eV
LUMO energy	1.03	eV
structure (SMILES)	F/C=C/CCl
highest occupied orbital energy	-10.2	eV

Element x y z (Å)
C1 0.6732 0.8650 0.2822
C2 -0.6332 0.6243 -0.3419
C3 -1.3839 -0.1719 0.3273
H1 1.2214 1.7985 0.1207
H2 0.5225 0.6897 1.2870
H3 -0.8376 1.0791 -1.3256
H4 -0.9882 -0.5920 1.2711
F1 -2.6515 -0.3847 -0.1268
Cl1 1.8829 -0.4364 -0.1069

=====

2 | Molecular formula: C3H4ClF
Method: DFT, the ωB97M-V functional and the def2-TZVPD basis

Summary:
total charge	0
frontier orbital gap	11.55	eV
LUMO energy	1.10	eV
structure (SMILES)	F[C@@H]1C[C@H]1Cl
highest occupied orbital energy	-10.5	eV

Element x y z (Å)
C1 0.4706 -0.0405 0.8110
C2 -0.6882 0.4706 0.0211
C3 0.2665 -0.3069 -0.6415
F1 -0.8970 1.8050 -0.2969
Cl1 -0.0029 -1.8982 -1.1623
H1 1.2490 0.8001 1.0043
H2 0.2716 -0.8686 1.4300
H3 -1.5453 -0.0580 0.2281
H4 0.8756 0.0965 -1.3939

=====

Quick one: least stable of them? 2

=====

1 | Molecular formula: C3H4ClF
Method: DFT, the ωB97M-V functional and the def2-TZVPD basis

Summary:
total charge	0
frontier orbital gap	10.37	eV
LUMO energy	0.92	eV
structure (SMILES)	C/C=C(/F)Cl
highest occupied orbital energy	-9.4	eV

Element x y z (Å)
C1 1.1494 -0.4361 0.0083
C2 0.0173 0.5297 -0.0991
C3 -1.2712 0.3721 -0.0269
H1 0.9980 -1.1676 -0.7650
H2 2.0180 0.1359 0.1000
H3 0.9294 -0.9732 0.8949
H4 0.3963 1.5397 -0.1087
F1 -2.3026 1.1810 0.0186
Cl1 -1.9346 -1.1816 -0.0223

=====

2 | Molecular formula: C3H4ClF
Method: DFT, the ωB97M-V functional and the def2-TZVPD basis

Summary:
total charge	0
frontier orbital gap	10.74	eV
LUMO energy	0.91	eV
structure (SMILES)	C=C(Cl)CF
highest occupied orbital energy	-9.8	eV

Element x y z (Å)
C1 -0.5888 1.0102 -0.1658
C2 0.3667 -0.0775 0.2565
C3 0.1822 -1.3784 -0.0688
H1 -1.0384 1.5166 0.7049
H2 -1.1863 0.3549 -0.8607
H3 -0.7067 -1.7327 -0.5100
H4 0.9412 -1.9815 0.3349
F1 0.1048 2.0037 -0.7065
Cl1 1.9252 0.2847 1.0154

=====

Quick one: least stable of them? 2

=====

1 | Molecular formula: C12H25O13Tl
Method: DFT, the ωB97M-V functional and the def2-TZVPD basis

Summary:
total charge	+2
frontier orbital gap	1.68	eV
LUMO energy	-13.29	eV
highest occupied orbital energy	-15.0	eV

Element x y z (Å)
Tl1 0.5974 -4.3075 -0.9072
O1 0.3787 -0.1373 -1.1105
H1 0.1675 0.5791 -0.4806
C1 -0.5819 0.2733 3.9814
O2 -1.3110 -0.7714 4.5811
C2 -0.9864 -1.9748 4.1835
O3 -0.3862 -2.4011 3.1973
O4 -1.5517 -2.7497 5.1397
C3 -1.8950 -4.0732 4.7699
H2 -0.9616 1.2476 4.2893
H3 -0.6213 0.2734 2.8921
H4 0.4771 0.1814 4.2227
H5 -2.7308 -4.1478 4.0742
H6 -2.2002 -4.6157 5.6648
H7 -1.0048 -4.5055 4.3130
C4 4.3139 -0.1186 1.9094
O5 4.9922 -1.0370 2.7746
C5 4.8318 -2.3422 2.5133
O6 4.1853 -2.7972 1.5511
O7 5.4152 -3.0803 3.4875
C6 5.2888 -4.4286 3.6127
H8 3.2251 -0.1628 1.9322
H9 4.7322 -0.1663 0.9039
H10 4.6337 0.8763 2.2192
H11 5.4047 -4.8803 2.6275
H12 4.2943 -4.6514 3.9993
H13 6.0957 -4.8551 4.2087
C7 1.2822 3.9669 -4.2544
O8 1.8224 5.0696 -5.0511
C8 1.2621 5.5156 -6.1968
O9 0.2343 5.0086 -6.7209
O10 2.0317 6.5465 -6.7151
C9 1.5246 7.5897 -7.6188
H14 2.0934 3.7201 -3.5696
H15 0.8809 3.1045 -4.7868
H16 0.5321 4.3014 -3.5377
H17 0.8953 7.1545 -8.3952
H18 2.3599 8.1013 -8.0969
H19 1.1139 8.4035 -7.0212
C10 -5.6048 -1.9567 1.4795
O11 -5.7172 -1.1583 0.3165
C11 -4.9917 -1.3758 -0.8153
O12 -4.0507 -2.1921 -0.9591
O13 -5.4678 -0.4658 -1.6562
C12 -4.7258 -0.0888 -2.7994
H20 -4.7543 -1.6200 2.0723
H21 -5.4586 -2.9668 1.0969
H22 -6.5813 -1.9631 1.9638
H23 -5.0083 0.8719 -3.2299
H24 -4.7833 -0.8677 -3.5597
H25 -3.6919 0.0738 -2.4949

=====

2 | Molecular formula: C12H25O13Tl
Method: DFT, the ωB97M-V functional and the def2-TZVPD basis

Summary:
total charge	+2
frontier orbital gap	1.45	eV
LUMO energy	-13.25	eV
highest occupied orbital energy	-14.7	eV

Element x y z (Å)
Tl1 0.4780 0.4349 -0.5630
O1 1.4340 3.3247 -3.5877
H1 1.7449 3.4486 -4.5056
C1 2.3478 -1.2704 -7.2506
O2 2.4293 -2.5931 -6.6399
C2 2.0414 -3.0087 -5.4784
O3 1.7541 -2.2012 -4.5489
O4 2.0520 -4.3256 -5.4436
C3 1.7343 -5.0026 -4.2258
H2 1.8675 -0.5980 -6.5398
H3 1.7599 -1.3593 -8.1641
H4 3.3288 -0.8584 -7.4873
H5 0.6613 -4.8112 -4.2132
H6 2.3212 -4.6968 -3.3597
H7 1.9073 -6.0787 -4.2083
C4 -6.0256 2.4626 -0.7790
O5 -5.6694 3.8131 -0.6320
C5 -4.3641 4.2383 -0.8478
O6 -3.4230 3.5625 -1.3002
O7 -4.3650 5.5083 -0.7239
C6 -3.2623 6.2538 -1.0904
H8 -7.1103 2.4426 -0.8841
H9 -5.6479 1.8306 0.0248
H10 -5.5361 2.0122 -1.6426
H11 -3.4845 7.3099 -0.9370
H12 -2.9400 6.1760 -2.1287
H13 -2.4297 6.0885 -0.4066
C7 -3.9317 1.0372 5.6605
O8 -3.5481 2.4410 5.6212
C8 -2.6963 2.8329 4.6212
O9 -2.3133 2.1505 3.6711
O10 -2.3833 4.2139 4.8029
C9 -2.7604 4.8587 5.9959
H14 -3.1169 0.3591 5.9143
H15 -4.2384 0.7376 4.6584
H16 -4.8072 0.8505 6.2824
H17 -2.2734 5.8338 5.9876
H18 -2.3284 4.3272 6.8438
H19 -3.8269 5.0115 6.1613
C10 3.8210 -5.8754 2.0636
O11 4.9509 -5.0989 1.9318
C11 4.9356 -3.9641 1.1940
O12 4.0157 -3.5424 0.5429
O13 6.1987 -3.4362 1.3306
C12 7.3578 -4.0692 1.8811
H20 3.3770 -6.1677 1.1120
H21 3.0004 -5.3175 2.5146
H22 3.9632 -6.8452 2.5403
H23 7.5151 -5.1313 1.6926
H24 7.2359 -3.8041 2.9313
H25 8.2490 -3.5042 1.6078

=====

Quick one: least stable of them? 2

=====

1 | Molecular formula: C2H10NOS2
Method: DFT, the ωB97M-V functional and the def2-TZVPD basis

Summary:
total charge	+1
frontier orbital gap	8.70	eV
LUMO energy	-3.41	eV
highest occupied orbital energy	-12.1	eV

Element x y z (Å)
N1 -1.9180 -0.2797 1.6051
C1 -0.8910 0.6079 0.9733
C2 -0.1765 -0.1703 -0.1278
S1 1.1703 0.6889 -1.0842
S2 1.1589 -0.3030 -2.8382
H1 -1.7343 -0.3748 2.6407
H2 -1.8193 -1.2503 1.2874
H3 -2.8745 -0.0349 1.3535
H4 -0.3199 1.0552 1.7787
H5 -1.3440 1.4920 0.5171
H6 0.2950 -1.0862 0.2355
H7 -0.9387 -0.4623 -0.8747
H8 2.3205 -0.9169 -2.6702
H9 -1.9204 -0.6425 4.8982
H10 -0.3867 -0.5388 4.6300
O1 -1.2722 -0.4033 4.2290

=====

2 | Molecular formula: C2H10NOS2
Method: DFT, the ωB97M-V functional and the def2-TZVPD basis

Summary:
total charge	+1
frontier orbital gap	9.27	eV
LUMO energy	-3.46	eV
highest occupied orbital energy	-12.7	eV

Element x y z (Å)
N1 -1.5043 0.5445 0.3511
C1 -0.2634 -0.0098 1.0983
C2 0.9440 0.1217 0.2325
S1 2.3210 -1.1456 0.3746
S2 1.2259 -2.8986 0.4176
H1 -1.2673 1.0319 -0.5420
H2 -1.9621 1.2539 0.9181
H3 -2.1022 -0.2320 0.1002
H4 -0.5651 -1.0101 1.3758
H5 -0.1619 0.5640 2.0098
H6 0.7658 -0.0666 -0.8010
H7 1.3722 1.1127 0.3053
H8 1.2358 -3.0043 1.7550
H9 -0.1062 1.9928 -2.7343
H10 0.3443 0.5611 -2.6375
O1 -0.2768 1.1844 -2.2235

=====

Quick one: least stable of them? 2

=====

1 | Molecular formula: C14H32AlF6O18S6
Method: DFT, the ωB97M-V functional and the def2-TZVPD basis

Summary:
total charge	+1
frontier orbital gap	3.07	eV
LUMO energy	-9.68	eV
highest occupied orbital energy	-12.8	eV

Element x y z (Å)
Al1 -18.5403 17.7821 21.0219
C1 -23.8855 16.6263 22.2953
F1 -24.2540 17.8917 22.3349
F2 -23.6505 16.0931 23.4619
F3 -24.9240 15.9920 21.7423
S1 -22.4040 16.4347 21.1141
O1 -22.7667 17.1616 19.9153
O2 -21.2048 17.0249 21.7384
O3 -22.2026 14.9986 20.9269
C2 -14.4238 19.6935 23.9514
F4 -14.2588 20.0055 25.2187
F5 -13.8335 20.5502 23.1614
F6 -13.9263 18.4892 23.7357
S2 -16.2673 19.6455 23.6027
O4 -16.4053 18.9501 22.3131
O5 -16.8051 18.8682 24.7143
O6 -16.6999 21.0282 23.4774
O7 -21.6974 20.4571 18.0630
S3 -21.5718 20.4922 19.5050
O8 -20.6695 19.6014 20.2027
O9 -21.2065 22.0135 20.0174
C3 -21.8796 23.0619 19.2967
C4 -20.9467 24.2517 19.1421
C5 -23.2384 20.3750 20.2518
H1 -22.7960 23.3555 19.8208
H2 -22.2645 22.7061 18.3397
H3 -20.1889 23.9550 18.4147
H4 -20.3529 24.4486 20.0325
H5 -21.5315 25.1090 18.8186
H6 -23.5378 19.3315 20.2638
H7 -23.9223 21.0341 19.7232
H8 -23.1660 20.7441 21.2744
O10 -18.8275 18.3108 18.1666
S4 -18.9199 18.1584 16.7051
O11 -19.9260 17.3090 16.1257
O12 -19.1629 19.6099 16.0419
C6 -18.6744 20.8248 16.5914
C7 -19.4850 21.9410 15.9646
C8 -17.2624 17.8035 16.1018
H9 -17.6000 20.9022 16.3924
H10 -18.7779 20.8614 17.6772
H11 -19.0392 22.9212 16.1348
H12 -20.5001 21.9595 16.3532
H13 -19.4267 21.7506 14.8918
H14 -16.7407 18.7575 16.0666
H15 -17.3052 17.3313 15.1248
H16 -16.8216 17.1529 16.8507
O13 -14.3802 15.5523 19.2048
S5 -15.7527 15.1702 19.0552
O14 -16.8213 15.9377 19.6630
O15 -16.0421 15.1089 17.4267
C9 -15.2561 14.1657 16.7115
C10 -14.9635 14.7765 15.3409
C11 -16.0324 13.4069 19.4659
H17 -15.7812 13.2472 16.4177
H18 -14.3654 13.7656 17.1953
H19 -14.6168 15.8053 15.4371
H20 -15.8064 14.7550 14.6515
H21 -14.1935 14.1562 14.8776
H22 -17.0023 13.1955 19.0240
H23 -16.0506 13.3349 20.5519
H24 -15.2147 12.7913 19.1050
O16 -18.2672 22.4476 19.2187
S6 -17.7725 21.9622 20.4777
O17 -17.9547 20.5716 20.8336
O18 -16.1832 22.2899 20.5878
C12 -15.7545 23.5589 20.0836
C13 -14.3001 23.6482 20.5280
C14 -18.4251 23.0151 21.7770
H25 -16.2633 24.4508 20.4550
H26 -15.7995 23.6301 18.9962
H27 -13.8666 24.6292 20.3333
H28 -13.6465 22.9145 20.0556
H29 -14.2208 23.4472 21.5974
H30 -19.5081 22.9271 21.7613
H31 -18.1895 24.0316 21.4590
H32 -17.9185 22.8481 22.7228

=====

2 | Molecular formula: C14H32AlF6O18S6
Method: DFT, the ωB97M-V functional and the def2-TZVPD basis

Summary:
total charge	+1
frontier orbital gap	2.86	eV
LUMO energy	-9.83	eV
highest occupied orbital energy	-12.7	eV

Element x y z (Å)
Al1 2.0212 0.3441 -1.3915
C1 -1.9778 3.2747 -2.6021
F1 -2.8601 3.9493 -1.8482
F2 -2.2080 1.9911 -2.5385
F3 -2.1226 3.7049 -3.8342
S1 -0.2892 3.8395 -1.9642
O1 -0.4811 4.2220 -0.5847
O2 0.6432 2.7298 -2.1320
O3 0.0267 4.9171 -2.8774
C2 6.0603 -2.2282 0.7616
F4 6.9882 -3.1495 0.7575
F5 5.1164 -2.5349 1.6559
F6 6.5712 -1.0447 1.0404
S2 5.2021 -2.1672 -0.9056
O4 6.1210 -1.4746 -1.7970
O5 5.0386 -3.5612 -1.2891
O6 3.9817 -1.4249 -0.5496
O7 -0.2163 0.7117 0.3777
S3 -1.2114 0.9983 1.3731
O8 -0.8837 1.6700 2.5997
O9 -2.3102 1.8587 0.5469
C3 -3.0085 2.9336 1.2087
C4 -4.4264 2.5496 1.5576
C5 -2.1657 -0.4279 1.7261
H1 -3.0696 3.6710 0.4078
H2 -2.4470 3.3881 2.0217
H3 -4.7818 3.3153 2.2539
H4 -4.5764 1.6337 2.1333
H5 -5.1295 2.5115 0.7277
H6 -3.1175 -0.1217 2.1555
H7 -1.6746 -1.1174 2.4079
H8 -2.3829 -0.8668 0.7517
O10 -2.3950 -0.4210 -4.0360
S4 -1.8103 -1.1096 -2.9147
O11 -0.5296 -0.6960 -2.4068
O12 -2.8331 -1.0759 -1.6544
C6 -4.2096 -1.2870 -1.8979
C7 -4.9501 0.0582 -1.6391
C8 -1.8193 -2.9394 -3.2183
H9 -4.6930 -2.0216 -1.2535
H10 -4.5827 -1.4991 -2.9022
H11 -4.4502 0.8112 -2.2447
H12 -4.8792 0.3271 -0.5862
H13 -5.9811 -0.0564 -1.9712
H14 -1.7696 -3.1932 -2.1573
H15 -0.8913 -3.3485 -3.6109
H16 -2.7173 -3.2725 -3.7250
O13 2.9101 4.7282 0.5183
S5 2.4218 3.5901 1.2765
O14 2.1055 2.3454 0.5944
O15 3.5398 3.2297 2.3781
C9 4.0757 4.2750 3.1875
C10 5.3402 3.7510 3.8224
C11 1.0835 4.1738 2.3978
H17 3.2899 4.5324 3.9009
H18 4.3170 5.1153 2.5321
H19 6.0410 4.4930 4.2091
H20 5.9603 3.1769 3.1337
H21 5.1324 3.1318 4.6970
H22 1.0171 3.6150 3.3239
H23 0.1462 4.2274 1.8447
H24 1.2495 5.2419 2.5484
O16 1.2025 -2.3200 -0.8627
S6 0.7618 -3.5325 -0.2051
O17 -0.3538 -3.4106 0.7145
O18 0.4630 -4.6450 -1.3580
C12 -0.1370 -5.8862 -1.0407
C13 -1.6253 -5.8977 -1.3165
C14 2.0828 -4.3754 0.7199
H25 -0.1032 -6.1099 0.0309
H26 0.3391 -6.7238 -1.5481
H27 -2.0776 -5.0774 -0.7521
H28 -2.2298 -6.7748 -1.0921
H29 -1.8395 -5.6915 -2.3697
H30 1.7678 -5.3464 1.0949
H31 2.2472 -3.7821 1.6190
H32 2.9531 -4.4251 0.0687

=====

Quick one: least stable of them? 2